Entry 1:
Molecular formula: C37H45N5O4PRuS2
Method: DFT, the ωB97M-V functional and the def2-TZVPD basis

Calculated values
- multiplicity = 2
- F_max (hartree/bohr) = 0.019
- E_tot (Eh) = -3244.36084
- <S²> = 0.7587
- HOMO (alpha / beta) (eV) = -6.7 / -6.6

Geometry as XYZ:
```
95
C37H45N5O4PRuS2 (the ωB97M-V functional and the def2-TZVPD basis)
Ru 0.231 0.361 0.381
N 1.438 1.343 -1.081
C 0.896 2.626 -1.508
C 1.376 3.101 -2.880
C 2.888 3.020 -3.122
C 3.721 4.150 -2.516
N 3.493 4.355 -1.092
C 3.888 3.495 -0.146
N 4.649 2.451 -0.452
N 3.540 3.687 1.130
C -0.652 2.540 -1.428
O -1.348 3.221 -2.162
O -1.105 1.707 -0.551
H 2.299 1.381 -0.530
H 1.543 0.670 -1.838
H 1.154 3.340 -0.728
H 1.007 4.116 -3.039
H 0.875 2.493 -3.641
H 3.072 3.054 -4.199
H 3.267 2.052 -2.787
H 3.482 5.093 -3.006
H 4.789 3.983 -2.681
H 2.916 5.127 -0.805
H 4.882 2.289 -1.417
H 4.520 1.592 0.155
H 2.713 4.228 1.319
H 3.667 2.904 1.767
C -0.508 -3.418 -2.626
C -0.210 -2.026 -3.180
C 1.287 -1.747 -3.145
C -1.058 -0.954 -2.471
C -2.518 -1.016 -2.956
O -3.282 -1.292 -1.774
C -2.399 -1.365 -0.751
N -1.179 -1.148 -1.013
C -3.035 -1.766 0.525
C -4.282 -2.398 0.419
C -4.956 -2.845 1.537
C -4.404 -2.656 2.794
C -3.183 -2.022 2.908
C -2.478 -1.571 1.790
P -0.923 -0.653 2.139
C -1.669 0.530 3.335
C -2.457 1.542 2.784
C -3.147 2.418 3.602
C -3.046 2.308 4.984
C -2.266 1.308 5.538
C -1.587 0.416 4.716
C 0.013 -1.817 3.180
C 1.036 -1.315 3.980
C 1.843 -2.175 4.707
C 1.640 -3.545 4.637
C 0.624 -4.054 3.839
C -0.184 -3.194 3.112
H -0.089 -4.189 -3.275
H -1.580 -3.608 -2.535
H -0.067 -3.524 -1.635
H -0.540 -1.992 -4.225
H 1.637 -1.797 -2.113
H 1.517 -0.765 -3.569
H 1.830 -2.498 -3.720
H -0.636 0.041 -2.620
H -2.689 -1.849 -3.642
H -2.877 -0.092 -3.408
H -4.712 -2.550 -0.558
H -5.912 -3.338 1.424
H -4.926 -2.988 3.682
H -2.768 -1.850 3.892
H -2.519 1.651 1.706
H -3.751 3.199 3.159
H -3.577 3.000 5.624
H -2.182 1.214 6.613
H -0.992 -0.366 5.167
H 1.209 -0.247 4.037
H 2.637 -1.766 5.318
H 2.274 -4.217 5.199
H 0.461 -5.122 3.781
H -0.966 -3.603 2.485
S 3.235 0.434 1.651
C 2.793 1.368 3.065
C 3.578 1.371 4.226
C 3.194 2.056 5.367
C 1.996 2.762 5.386
C 1.199 2.776 4.253
C 1.580 2.106 3.090
S 0.562 2.323 1.665
H 4.501 0.806 4.212
H 3.826 2.033 6.246
H 1.679 3.286 6.278
H 0.255 3.308 4.257
C 1.456 -2.408 0.286
O 1.379 -1.125 -0.243
H 2.011 -3.050 -0.413
H 0.460 -2.859 0.423
H 1.985 -2.411 1.247
```

Entry 2:
Molecular formula: C37H45N5Pt
Method: DFT, the ωB97M-V functional and the def2-TZVPD basis

Calculated values
- multiplicity = 1
- F_max (hartree/bohr) = 0.043
- E_tot (Eh) = -1830.07023
- HOMO (eV) = -6.5

Geometry as XYZ:
```
88
C37H45N5Pt (the ωB97M-V functional and the def2-TZVPD basis)
Pt -0.003 0.005 -0.304
C -5.616 -2.142 1.188
C -5.402 -1.599 -0.230
C -4.228 -0.672 -0.305
C -4.227 0.684 -0.289
C -5.408 1.605 -0.247
C -5.835 2.066 -1.645
C -2.839 1.099 -0.337
C -2.406 2.411 -0.358
C -1.095 2.848 -0.397
C -0.681 4.235 -0.409
C -1.602 5.415 -0.381
C -1.996 5.814 1.046
C 0.677 4.234 -0.421
C 1.088 2.846 -0.423
C 2.401 2.409 -0.437
C 2.834 1.097 -0.440
N 2.027 0.004 -0.445
C 2.832 -1.089 -0.451
C 2.399 -2.402 -0.457
C 1.086 -2.837 -0.444
N -0.006 -2.028 -0.429
C -1.098 -2.837 -0.426
C -2.409 -2.402 -0.396
C -2.839 -1.088 -0.361
N -2.034 0.005 -0.381
C -0.684 -4.225 -0.448
C 0.672 -4.225 -0.457
C 1.592 -5.406 -0.499
C 2.050 -5.734 -1.924
C -1.604 -5.406 -0.407
C -2.057 -5.730 1.021
C 4.223 -0.675 -0.451
C 4.223 0.682 -0.446
C 5.396 1.611 -0.411
C 5.693 2.122 1.004
C 5.392 -1.610 -0.425
C 5.657 -2.171 0.978
N -0.004 2.039 -0.410
C 1.604 5.409 -0.392
C 2.159 5.679 1.013
H -6.456 -2.839 1.218
H -5.823 -1.325 1.880
H -4.724 -2.661 1.542
H -6.300 -1.068 -0.551
H -5.261 -2.431 -0.924
H -5.171 2.476 0.369
H -6.242 1.093 0.237
H -5.030 2.619 -2.132
H -6.713 2.712 -1.591
H -6.078 1.206 -2.271
H -3.171 3.179 -0.341
H -2.504 5.192 -0.955
H -1.119 6.262 -0.871
H -2.489 4.985 1.556
H -2.674 6.669 1.039
H -1.111 6.086 1.624
H 3.164 3.177 -0.450
H 3.163 -3.169 -0.477
H -3.175 -3.167 -0.400
H 1.083 -6.273 -0.072
H 2.465 -5.214 0.130
H 1.189 -5.947 -2.560
H 2.709 -6.605 -1.933
H 2.587 -4.891 -2.361
H -1.096 -6.274 -0.831
H -2.479 -5.217 -1.033
H -1.193 -5.940 1.655
H -2.716 -6.600 1.037
H -2.592 -4.885 1.457
H 5.212 2.461 -1.073
H 6.276 1.094 -0.796
H 4.846 2.684 1.401
H 6.569 2.774 1.004
H 5.888 1.287 1.678
H 6.283 -1.083 -0.770
H 5.220 -2.434 -1.121
H 5.899 -1.364 1.671
H 6.491 -2.874 0.965
H 4.776 -2.688 1.363
H 1.072 6.295 -0.742
H 2.435 5.243 -1.082
H 1.347 5.870 1.715
H 2.821 6.547 1.010
H 2.721 4.818 1.380
N -0.014 0.062 3.336
C 0.038 0.020 2.172
H -0.053 0.095 4.332
```

Entry 3:
Molecular formula: C37H46BClN9O4OsPS2
Method: DFT, the ωB97M-V functional and the def2-TZVPD basis

Calculated values
- net charge = +1
- multiplicity = 2
- F_max (hartree/bohr) = 0.015
- E_tot (Eh) = -3944.79935
- <S²> = 0.7573
- HOMO (alpha / beta) (eV) = -10.6 / -10.8

Geometry as XYZ:
```
102
C37H46BClN9O4OsPS2 (the ωB97M-V functional and the def2-TZVPD basis)
Os 1.389 -0.065 0.530
C 2.147 3.272 -0.925
C 1.176 3.130 0.193
C 0.420 4.143 0.783
C -0.332 3.522 1.757
N -0.045 2.214 1.747
N 0.890 1.963 0.788
B -0.646 1.108 2.674
N 0.561 0.410 3.366
C 0.932 0.240 4.635
C 2.193 -0.338 4.652
C 2.562 -0.491 3.321
C 3.831 -1.051 2.787
N 1.553 -0.048 2.546
N -1.335 0.035 1.799
C -2.545 -0.547 1.851
C -2.651 -1.425 0.802
C -1.427 -1.346 0.126
C -1.028 -2.078 -1.110
N -0.639 -0.478 0.761
N -1.616 1.764 3.615
C -2.929 2.061 3.448
C -3.302 2.903 4.462
C -2.128 3.096 5.222
C -1.945 3.932 6.446
N -1.120 2.422 4.699
H 2.188 4.315 -1.231
H 1.833 2.677 -1.786
H 3.148 2.971 -0.614
H 0.433 5.188 0.530
H -1.036 3.922 2.466
H 0.298 0.580 5.431
H 2.782 -0.593 5.515
H 4.632 -0.867 3.501
H 4.105 -0.606 1.834
H 3.744 -2.130 2.656
H -3.247 -0.312 2.633
H -3.496 -2.038 0.547
H -1.863 -2.087 -1.810
H -0.776 -3.114 -0.886
H -0.179 -1.610 -1.606
H -3.495 1.710 2.602
H -4.277 3.324 4.634
H -2.903 4.298 6.808
H -1.309 4.792 6.236
H -1.473 3.357 7.241
C -2.196 4.499 -3.325
C -1.476 4.121 -4.602
C -2.365 4.122 -5.827
O -0.798 2.826 -4.483
P -1.302 1.531 -3.760
S -0.062 0.037 -4.041
S -1.055 1.492 -1.793
O -2.780 1.413 -4.280
C -3.833 0.432 -4.013
C -4.280 0.473 -2.566
C -3.429 -0.949 -4.481
H -2.577 5.515 -3.425
H -1.526 4.465 -2.466
H -3.047 3.840 -3.139
H -0.637 4.799 -4.761
H -3.211 3.450 -5.697
H -1.803 3.818 -6.709
H -2.745 5.131 -5.993
H -4.638 0.807 -4.646
H -3.534 0.042 -1.899
H -5.203 -0.101 -2.474
H -4.480 1.495 -2.245
H -2.636 -1.362 -3.859
H -3.084 -0.928 -5.513
H -4.297 -1.605 -4.420
N 1.675 -1.840 0.407
C 1.872 -3.082 0.379
C 1.886 -3.768 -0.942
C 1.355 -5.048 -1.090
C 1.314 -5.635 -2.344
C 1.810 -4.956 -3.449
C 2.348 -3.685 -3.303
C 2.380 -3.089 -2.053
C 2.027 -3.820 1.660
C 1.283 -3.433 2.771
C 1.457 -4.088 3.980
C 2.382 -5.118 4.085
C 3.123 -5.506 2.976
C 2.944 -4.864 1.762
H 0.966 -5.575 -0.229
H 0.894 -6.625 -2.460
H 1.784 -5.422 -4.425
H 2.751 -3.162 -4.159
H 2.815 -2.108 -1.928
H 0.563 -2.628 2.682
H 0.872 -3.792 4.840
H 2.521 -5.624 5.031
H 3.843 -6.309 3.058
H 3.523 -5.160 0.896
Cl 5.357 -0.590 -2.320
C 4.007 0.557 -2.427
C 3.053 0.358 -1.287
O 1.805 0.184 -1.521
O 3.415 0.369 -0.094
H 3.483 0.406 -3.367
H 4.411 1.567 -2.384
```

Entry 4:
Molecular formula: C37H46Cl2F4O4
Method: DFT, the ωB97M-V functional and the def2-TZVPD basis

Calculated values
- net charge = +1
- multiplicity = 2
- F_max (hartree/bohr) = 0.061
- E_tot (Eh) = -3057.87667
- <S²> = 0.7665
- HOMO (alpha / beta) (eV) = -10.6 / -10.6

Geometry as XYZ:
```
93
C37H46Cl2F4O4 (the ωB97M-V functional and the def2-TZVPD basis)
F 1.628 5.259 -23.026
C 0.823 6.160 -23.611
C 1.002 6.432 -24.958
C 0.181 7.359 -25.567
C -0.818 7.898 -24.776
C -0.986 7.634 -23.398
C -0.108 6.773 -22.813
H 1.759 5.936 -25.547
H 0.310 7.680 -26.590
H -1.483 8.592 -25.269
H -1.710 8.153 -22.787
H -0.083 6.554 -21.756
F 4.075 5.563 -33.760
C 4.371 6.845 -33.395
C 5.623 7.449 -33.853
C 5.882 8.761 -33.445
C 4.967 9.474 -32.709
C 3.832 8.824 -32.195
C 3.485 7.501 -32.603
H 6.388 6.958 -34.437
H 6.776 9.265 -33.782
H 5.178 10.477 -32.369
H 3.205 9.407 -31.536
H 2.631 6.945 -32.245
F 1.084 16.388 -30.701
C 0.850 16.186 -29.406
C 0.971 17.302 -28.590
C 0.830 17.274 -27.227
C 0.666 16.075 -26.595
C 0.501 14.906 -27.382
C 0.593 14.932 -28.782
H 1.188 18.300 -28.942
H 0.916 18.230 -26.732
H 0.640 16.018 -25.517
H 0.472 13.932 -26.916
H 0.350 14.064 -29.378
F -7.171 9.135 -29.517
C -6.313 9.919 -28.838
C -4.972 9.702 -28.981
C -4.046 10.563 -28.405
C -4.539 11.674 -27.677
C -5.904 11.854 -27.561
C -6.801 11.014 -28.140
H -4.638 8.910 -29.634
H -2.991 10.348 -28.486
H -3.944 12.470 -27.255
H -6.313 12.768 -27.156
H -7.858 11.236 -28.146
C -0.135 9.930 -29.395
Cl -0.419 11.431 -28.444
Cl -1.050 10.006 -30.957
H 0.903 9.837 -29.717
H -0.477 9.093 -28.788
C 2.543 11.722 -25.859
C 3.680 12.707 -25.610
O 4.735 12.573 -26.122
C 3.422 13.944 -24.895
H 2.100 11.423 -24.909
H 2.939 10.880 -26.427
H 1.722 11.973 -26.531
H 3.713 14.846 -25.434
H 4.110 13.998 -24.051
H 2.436 14.172 -24.491
C 4.352 7.447 -28.741
C 3.445 8.033 -27.732
O 2.409 8.531 -28.073
C 3.770 8.089 -26.241
H 3.738 6.725 -29.280
H 5.162 6.959 -28.200
H 4.774 8.273 -29.314
H 2.834 8.130 -25.684
H 4.416 8.920 -25.959
H 4.244 7.197 -25.832
C 4.032 13.801 -30.188
C 2.983 12.808 -30.855
O 2.700 11.713 -30.379
C 2.279 13.248 -32.115
H 4.314 14.614 -30.857
H 4.883 13.249 -29.790
H 3.542 14.338 -29.376
H 1.676 12.400 -32.440
H 2.999 13.447 -32.909
H 1.751 14.139 -31.774
C -1.504 4.655 -30.183
C -1.306 5.941 -29.417
O -2.207 6.387 -28.745
C 0.119 6.495 -29.489
H -1.692 3.886 -29.434
H -0.714 4.164 -30.752
H -2.360 4.865 -30.825
H 0.309 7.002 -28.543
H 0.210 7.139 -30.363
H 0.847 5.691 -29.599
```